1.
Molecular formula: C27H28O7P4Zr
Method: DFT, wB97M-V/def2-TZVPD

Total energy ... -2984.6445 a.u.
HOMO energy ... -15.0 eV
HOMO-LUMO gap ... 7.5 eV
Charge ... +2

Positions of all 67 atoms, in Å:
Zr  0.80  0.93  -0.17
O  3.00  0.57  -0.70
P  3.39  1.60  0.55
O  4.75  1.53  1.01
O  2.11  1.16  1.33
O  2.94  3.00  -0.10
P  1.56  3.55  -0.77
O  1.39  2.36  -1.91
O  1.60  4.91  -1.23
O  0.43  2.92  0.11
H  3.66  0.21  -1.32
H  1.62  2.49  -2.84
C  -2.14  -2.31  0.49
C  -2.74  -0.96  0.11
P  -1.79  0.58  0.48
C  -2.31  1.28  2.04
C  -1.35  1.77  2.92
C  -1.73  2.34  4.12
C  -3.08  2.43  4.45
C  -4.04  1.94  3.57
C  -3.67  1.37  2.37
C  -2.17  1.66  -0.91
C  -2.92  2.84  -0.81
C  -3.11  3.62  -1.93
C  -2.55  3.26  -3.16
C  -1.79  2.11  -3.26
C  -1.59  1.32  -2.14
C  -1.05  -2.79  -0.47
P  0.48  -1.79  -0.57
C  1.49  -2.50  -1.87
C  1.87  -1.72  -2.95
C  2.63  -2.25  -3.98
C  3.00  -3.59  -3.93
C  2.62  -4.38  -2.86
C  1.86  -3.85  -1.83
C  1.37  -1.89  1.01
C  0.75  -1.44  2.18
C  1.46  -1.36  3.37
C  2.79  -1.72  3.40
C  3.42  -2.16  2.24
C  2.72  -2.25  1.05
H  -2.95  -3.05  0.44
H  -1.80  -2.33  1.52
H  -3.70  -0.83  0.62
H  -2.94  -0.92  -0.96
H  -0.29  1.72  2.69
H  -0.98  2.72  4.80
H  -3.38  2.87  5.38
H  -5.09  2.01  3.83
H  -4.44  1.01  1.70
H  -3.34  3.14  0.14
H  -3.69  4.53  -1.86
H  -2.71  3.89  -4.02
H  -1.36  1.82  -4.21
H  -1.05  0.37  -2.26
H  -1.44  -2.83  -1.49
H  -0.73  -3.80  -0.22
H  1.55  -0.68  -3.02
H  2.91  -1.64  -4.82
H  3.59  -4.02  -4.73
H  2.91  -5.43  -2.82
H  1.57  -4.48  -1.00
H  -0.30  -1.15  2.19
H  0.96  -1.02  4.26
H  3.35  -1.66  4.32
H  4.47  -2.44  2.27
H  3.24  -2.58  0.16

Atom charges from the natural (NBO) analysis, given in e for atoms 1 to 5: 2.129, -1.053, 2.540, -0.963, -1.116

---

2.
Molecular formula: C27H29AsCl2F6I2N2O2P2V
Method: DFT, wB97M-V/def2-TZVPD

Spin multiplicity ... 2
Total energy ... -7283.8688 a.u.
HOMO energy (spin up / spin down) ... -6.6 / -6.3 eV
HOMO-LUMO gap (spin up / spin down) ... 6.5 / 6.1 eV
Charge ... 0

Positions of all 74 atoms, in Å:
V  0.93  -0.11  -1.15
C  4.01  0.97  0.73
P  2.48  -0.02  0.57
C  3.20  -1.67  0.93
C  1.57  0.40  2.10
C  1.98  -0.12  3.33
C  1.30  0.17  4.50
C  0.19  1.00  4.45
C  -0.22  1.52  3.24
C  0.44  1.21  2.04
P  0.03  2.30  0.61
C  1.37  3.50  0.94
C  -1.59  3.02  1.03
H  4.48  0.76  1.70
H  3.85  2.04  0.64
H  4.68  0.66  -0.07
H  4.04  -1.59  1.61
H  3.55  -2.08  -0.01
H  2.43  -2.32  1.34
H  2.86  -0.75  3.37
H  1.64  -0.24  5.44
H  -0.35  1.25  5.35
H  -1.08  2.18  3.23
H  1.70  3.37  1.97
H  1.07  4.53  0.79
H  2.19  3.27  0.27
H  -1.46  3.89  1.68
H  -2.20  2.27  1.53
H  -2.09  3.33  0.12
I  1.68  -3.67  -3.59
C  0.63  -4.01  -1.80
C  -0.01  -5.22  -1.52
C  -0.75  -5.36  -0.37
I  -1.68  -7.22  -0.03
C  -0.87  -4.31  0.56
C  -1.62  -4.34  1.76
C  -1.64  -3.25  2.58
C  -0.89  -2.11  2.23
N  -0.20  -2.03  1.12
C  -0.19  -3.09  0.28
C  0.56  -2.93  -0.93
O  1.10  -1.78  -1.17
H  0.07  -6.05  -2.21
H  -2.16  -5.24  2.02
H  -2.22  -3.24  3.49
H  -0.87  -1.24  2.87
F  2.56  1.96  -1.81
As  3.26  1.10  -3.19
F  4.81  1.61  -2.62
F  3.06  2.57  -4.09
F  3.89  0.30  -4.56
F  1.60  0.64  -3.61
F  3.42  -0.37  -2.25
C  -4.81  -0.42  0.21
C  -3.39  -0.92  0.04
O  -2.42  0.13  0.17
H  -5.51  -1.25  0.14
H  -5.06  0.31  -0.57
H  -4.94  0.06  1.18
H  -3.14  -1.64  0.82
H  -3.28  -1.42  -0.93
H  -2.61  0.77  -0.52
Cl  -0.98  -0.55  -2.63
C  -1.38  1.12  -2.83
C  -2.23  1.47  -3.86
C  -2.56  2.79  -4.06
C  -1.97  3.76  -3.28
C  -1.10  3.40  -2.26
Cl  -0.31  4.69  -1.43
C  -0.80  2.06  -1.94
N  -0.02  1.60  -0.86
H  -2.61  0.69  -4.51
H  -3.24  3.06  -4.86
H  -2.16  4.81  -3.45

Atom charges from the Löwdin analysis, given in e for atoms 1 to 5: 0.445, -0.221, 0.886, -0.220, -0.352

---

3.
Molecular formula: C27H29BBrF8NO4PPt
Method: DFT, wB97M-V/def2-TZVPD

Total energy ... -5259.6227 a.u.
HOMO energy ... -16.9 eV
HOMO-LUMO gap ... 7.1 eV
Charge ... +3

Positions of all 73 atoms, in Å:
Pt  -0.13  -0.58  0.06
C  1.99  3.55  1.67
O  1.53  2.48  0.88
C  2.47  2.11  -0.12
C  2.70  0.62  -0.22
O  1.67  -0.11  -0.91
C  1.71  0.05  -2.35
H  2.96  3.32  2.12
H  -0.02  3.82  2.26
H  2.10  4.47  1.08
H  3.45  2.54  0.11
H  2.18  2.53  -1.09
H  2.83  0.13  0.75
H  3.61  0.46  -0.80
H  2.76  0.03  -2.65
H  1.25  0.99  -2.65
H  1.18  -0.80  -2.77
F  -7.05  -0.96  0.10
C  -5.84  -0.59  -0.20
C  -5.63  0.29  -1.24
F  -6.65  0.76  -1.92
C  -4.34  0.68  -1.56
F  -4.18  1.56  -2.53
C  -3.23  0.17  -0.87
P  -1.53  0.44  -1.28
C  -1.28  1.52  -2.64
C  -1.75  1.25  -3.93
C  -1.48  2.15  -4.95
C  -0.79  3.33  -4.67
C  -0.35  3.61  -3.39
C  -0.58  2.71  -2.37
C  0.96  3.82  2.79
C  0.86  2.73  3.77
C  0.82  2.97  5.11
C  0.91  4.30  5.56
C  1.02  5.40  4.70
C  1.06  5.17  3.36
C  -3.50  -0.66  0.24
Br  -2.10  -1.37  1.31
C  -4.77  -1.06  0.56
F  -5.00  -1.87  1.58
H  -2.27  0.33  -4.15
H  -1.81  1.94  -5.95
H  -0.60  4.03  -5.48
H  0.17  4.54  -3.19
H  -0.23  2.92  -1.36
H  0.82  1.72  3.38
H  0.74  2.16  5.83
H  0.89  4.48  6.63
H  1.08  6.40  5.11
H  1.14  6.00  2.67
F  -1.47  -2.87  -3.49
B  -1.69  -2.40  -2.26
F  -1.47  -0.86  -2.31
F  -2.98  -2.53  -1.82
F  -0.77  -2.92  -1.30
O  -0.17  -3.33  2.03
C  0.86  -3.06  1.44
O  1.18  -1.93  0.93
C  1.94  -4.15  1.28
N  1.39  -5.40  1.93
C  1.34  -6.49  0.88
C  2.43  -6.08  -0.09
C  2.27  -4.56  -0.16
H  2.84  -3.86  1.83
H  0.46  -5.16  2.30
H  1.97  -5.69  2.72
H  0.34  -6.45  0.45
H  1.48  -7.45  1.37
H  2.30  -6.55  -1.06
H  3.41  -6.37  0.29
H  1.44  -4.28  -0.81
H  3.17  -4.05  -0.51

Atom charges from the Löwdin analysis, given in e for atoms 1 to 5: 0.900, -0.142, -0.151, -0.165, -0.128

---

4.
Molecular formula: C27H29BF4IrN5O3PS
Method: DFT, wB97M-V/def2-TZVPD

Spin multiplicity ... 2
Total energy ... -2813.4242 a.u.
HOMO energy (spin up / spin down) ... -14.1 / -14.1 eV
HOMO-LUMO gap (spin up / spin down) ... 6.8 / 6.6 eV
Charge ... +2

Positions of all 72 atoms, in Å:
Ir  -0.76  -0.98  2.01
C  -1.15  3.47  2.26
C  -1.28  2.03  1.86
N  -0.82  1.06  2.56
N  -0.18  1.35  3.77
C  -0.32  0.37  4.72
N  0.28  0.53  5.88
S  -1.31  -0.97  4.40
C  -2.00  1.71  0.59
C  -3.10  2.46  0.20
C  -3.82  2.12  -0.94
C  -3.46  0.99  -1.65
C  -2.37  0.25  -1.23
N  -1.63  0.63  -0.17
H  -0.87  3.57  3.30
H  -2.08  4.01  2.10
H  -0.39  3.95  1.63
H  0.66  1.91  3.73
H  0.79  1.36  6.12
H  0.34  -0.27  6.50
H  -3.40  3.30  0.79
H  -4.67  2.71  -1.24
H  -4.01  0.65  -2.51
H  -2.06  -0.67  -1.69
O  -0.45  -2.42  0.76
O  0.76  -2.18  0.35
C  -3.70  -1.95  2.48
O  -2.75  -1.50  1.47
H  -3.26  -2.72  3.10
H  -4.59  -2.32  1.98
H  -3.95  -1.08  3.08
H  -2.59  -2.23  0.86
F  2.69  -2.77  3.01
B  1.62  -2.25  3.67
F  1.66  -2.27  5.03
F  1.45  -0.81  3.25
F  0.43  -2.84  3.20
N  -0.48  -0.05  0.17
P  0.63  -0.51  -1.10
C  0.37  -1.86  -2.28
C  -0.69  -1.93  -3.19
C  -0.80  -3.01  -4.06
C  0.17  -4.00  -4.06
C  1.24  -3.93  -3.18
C  1.34  -2.87  -2.29
C  0.37  1.01  -2.08
C  0.21  1.04  -3.46
C  0.14  2.26  -4.14
C  0.25  3.45  -3.45
C  0.46  3.43  -2.07
C  0.52  2.23  -1.40
C  2.38  -0.27  -0.73
C  3.18  0.04  -1.84
C  4.54  0.24  -1.67
C  5.10  0.16  -0.41
C  4.31  -0.13  0.69
C  2.95  -0.36  0.53
H  -1.43  -1.15  -3.27
H  -1.63  -3.05  -4.75
H  0.08  -4.83  -4.74
H  2.00  -4.69  -3.18
H  2.17  -2.84  -1.61
H  0.17  0.13  -4.04
H  0.02  2.26  -5.21
H  0.21  4.39  -3.98
H  0.60  4.36  -1.53
H  0.75  2.22  -0.34
H  2.75  0.11  -2.83
H  5.16  0.46  -2.53
H  6.16  0.33  -0.28
H  4.74  -0.21  1.67
H  2.37  -0.63  1.37

Atom charges from the Löwdin analysis, given in e for atoms 1 to 5: 1.340, 0.035, -0.197, -0.079, 0.014

---

5.
Molecular formula: C27H29Cl40F7N3O5P2S
Method: DFT, wB97M-V/def2-TZVPD

Total energy ... -21773.2183 a.u.
HOMO energy ... -10.7 eV
HOMO-LUMO gap ... 6.9 eV
Charge ... +1

Positions of all 114 atoms, in Å:
C  5.52  -0.98  -1.32
C  4.16  -1.42  -1.21
N  2.77  -1.98  -1.21
C  2.35  -2.68  0.08
C  1.56  -1.70  1.13
P  2.47  -1.90  2.84
C  1.73  -0.68  4.14
C  2.40  -3.71  3.45
N  1.80  -0.28  0.70
C  1.11  0.04  -0.65
O  -0.34  -0.14  -0.30
C  -1.21  0.11  -1.44
C  -2.55  1.02  -1.11
C  -3.56  0.79  -2.43
C  -3.40  0.54  0.20
C  -3.74  -1.06  0.28
C  -2.75  1.06  1.64
S  1.37  1.86  -0.88
O  0.28  2.55  0.05
O  1.09  2.45  -2.28
C  3.01  2.54  -0.21
F  4.07  1.53  -0.05
F  2.75  3.08  1.18
C  3.56  3.85  -1.07
F  4.05  3.49  -2.43
F  2.47  4.89  -1.25
C  4.80  4.65  -0.32
F  5.95  3.80  0.05
F  5.33  5.62  -1.35
F  4.32  5.54  0.81
C  1.69  -1.00  -1.73
P  2.23  -0.39  -3.44
N  3.37  0.75  -3.48
O  0.88  0.26  -4.40
O  2.90  -1.77  -4.34
H  6.58  -0.49  -1.38
H  2.76  -2.76  -1.94
H  1.63  -3.58  -0.17
H  3.29  -3.16  0.65
H  0.45  -1.99  1.35
H  2.62  0.03  4.51
H  0.92  0.04  3.69
H  1.36  -1.24  5.13
H  1.46  -4.25  3.00
H  2.44  -3.75  4.64
H  3.35  -4.27  3.04
H  1.46  0.39  1.43
H  -1.63  -0.95  -1.78
H  -0.72  0.58  -2.39
H  -2.34  2.17  -1.05
H  -4.25  1.71  -2.65
H  -2.87  0.63  -3.38
H  -4.20  -0.20  -2.34
H  -4.46  1.10  0.13
H  -3.70  -1.41  1.42
H  -3.00  -1.76  -0.30
H  -4.83  -1.33  -0.11
H  -2.58  0.18  2.40
H  -3.51  1.83  2.13
H  -1.78  1.66  1.40
H  0.78  -1.75  -1.96
H  3.58  0.98  -2.49
H  1.25  0.45  -5.32
H  3.80  -1.97  -3.96
C  0.07  -5.86  -2.63
Cl  1.14  -4.48  -3.00
Cl  0.86  -6.94  -1.46
Cl  -1.46  -5.25  -1.94
Cl  -0.28  -6.75  -4.13
C  -4.43  -7.73  -4.84
Cl  -3.65  -9.23  -5.38
Cl  -3.32  -6.83  -3.78
Cl  -4.83  -6.72  -6.26
Cl  -5.93  -8.11  -3.95
C  1.37  5.44  3.72
Cl  1.28  3.77  4.33
Cl  -0.18  5.90  2.99
Cl  1.74  6.54  5.07
Cl  2.67  5.55  2.50
C  -3.73  7.58  2.45
Cl  -4.40  6.46  3.66
Cl  -2.95  8.96  3.28
Cl  -2.51  6.73  1.46
Cl  -5.04  8.18  1.41
C  -5.23  0.81  5.28
Cl  -6.75  1.36  6.03
Cl  -4.10  2.19  5.16
Cl  -4.49  -0.46  6.28
Cl  -5.56  0.17  3.65
C  -5.75  -6.56  -0.32
Cl  -4.97  -8.06  -0.86
Cl  -4.64  -5.66  0.75
Cl  -6.15  -5.55  -1.74
Cl  -7.24  -6.94  0.57
C  2.46  6.40  -4.72
Cl  0.94  6.95  -3.98
Cl  3.58  7.78  -4.85
Cl  3.19  5.13  -3.72
Cl  2.12  5.76  -6.35
C  -2.04  11.40  6.90
Cl  -0.97  12.77  6.53
Cl  -1.24  10.32  8.07
Cl  -3.57  12.01  7.59
Cl  -2.39  10.50  5.40
C  -0.54  -10.46  -7.97
Cl  -1.45  -10.44  -9.50
Cl  -1.10  -11.83  -6.97
Cl  1.20  -10.65  -8.32
Cl  -0.81  -8.94  -7.09
C  5.76  -2.56  5.47
Cl  7.12  -1.50  5.04
Cl  5.77  -2.85  7.23
Cl  4.23  -1.78  5.00
Cl  5.92  -4.11  4.61

Atom charges from the Löwdin analysis, given in e for atoms 1 to 5: 0.213, -0.052, -0.107, -0.109, -0.438

---

6.
Molecular formula: C27H29Cl5MnN3OSe
Method: DFT, wB97M-V/def2-TZVPD

Spin multiplicity ... 6
Total energy ... -7139.0515 a.u.
HOMO energy (spin up / spin down) ... -10.8 / -11.2 eV
HOMO-LUMO gap (spin up / spin down) ... 8.1 / 8.4 eV
Charge ... +1

Positions of all 67 atoms, in Å:
Mn  -1.85  1.52  -0.26
O  -2.61  2.27  -2.31
C  -3.85  1.63  -2.63
C  -4.69  1.37  -1.40
C  -6.04  1.12  -1.48
C  -6.76  0.93  -0.32
C  -6.11  1.02  0.90
C  -4.75  1.26  0.90
N  -4.05  1.42  -0.23
H  -2.73  3.23  -2.25
H  -3.59  0.69  -3.12
H  -4.41  2.23  -3.35
H  -6.53  1.09  -2.45
H  -7.83  0.74  -0.36
H  -6.64  0.90  1.84
H  -4.19  1.33  1.83
Cl  -0.68  5.13  -0.09
C  -0.43  4.06  1.25
C  -1.03  2.82  1.20
C  -0.78  2.00  2.28
Cl  -1.45  0.37  2.16
C  -0.01  2.33  3.39
Cl  0.27  1.22  4.66
C  0.57  3.60  3.40
Cl  1.55  4.08  4.72
C  0.36  4.47  2.32
Cl  1.09  6.02  2.33
C  2.16  -2.76  -2.72
C  0.77  -3.30  -3.04
C  -0.04  -3.78  -1.83
C  -0.64  -2.69  -0.95
N  0.35  -1.96  -0.14
C  0.73  -0.68  -0.29
Se  0.11  0.51  -1.60
N  1.66  -0.41  0.64
C  2.38  0.86  0.85
C  3.86  0.77  0.49
C  4.14  0.57  -1.00
C  3.82  1.81  -1.84
C  1.86  -1.53  1.44
C  2.64  -1.73  2.56
C  2.57  -2.98  3.16
C  1.74  -3.98  2.65
C  0.94  -3.77  1.54
C  1.02  -2.52  0.95
H  2.75  -2.65  -3.64
H  2.70  -3.44  -2.06
H  2.12  -1.78  -2.25
H  0.87  -4.14  -3.73
H  0.19  -2.54  -3.58
H  0.58  -4.45  -1.23
H  -0.88  -4.38  -2.19
H  -1.36  -3.13  -0.25
H  -1.15  -1.95  -1.56
H  2.26  1.12  1.90
H  1.88  1.62  0.26
H  4.32  -0.04  1.06
H  4.33  1.69  0.83
H  3.58  -0.29  -1.37
H  5.20  0.32  -1.12
H  2.76  2.04  -1.84
H  4.12  1.65  -2.88
H  4.36  2.68  -1.47
H  3.28  -0.95  2.97
H  3.17  -3.18  4.04
H  1.71  -4.95  3.15
H  0.29  -4.54  1.16

Atom charges from the natural (NBO) analysis, given in e for atoms 1 to 5: 1.358, -0.740, -0.106, 0.191, -0.235